i:
The following is a DFT calculation (wB97M-V/def2-TZVPD) of 2 unconnected molecules or ions with the total composition C16H17NO.

CARTESIAN COORDINATES (ANGSTROEM)
C 0.971 -0.173 3.131
C -1.000 -0.797 1.646
C -0.285 -0.900 2.796
C -2.234 -1.618 1.715
C -0.999 -1.819 3.623
C -2.209 0.188 -0.282
C -3.332 -0.675 -0.113
C -1.130 0.001 0.536
C -3.303 -1.539 0.915
N -2.127 -2.184 3.010
H -2.002 0.894 -1.200
H -4.167 -0.888 -0.816
H -0.205 0.636 0.250
H -4.169 -2.105 1.208
H 1.240 -0.205 4.145
H 1.048 0.892 2.810
H -0.835 -2.016 4.770
H -2.387 -3.101 2.981
H 1.859 -0.642 2.547
C 1.742 3.406 -2.303
C 2.560 1.222 -1.474
C 1.599 2.015 -2.071
C 2.502 -0.182 -1.436
C 0.411 1.319 -2.533
C 1.424 -0.809 -2.090
C 0.414 -0.010 -2.574
O 1.348 -2.104 -2.456
H 3.516 1.640 -1.016
H 3.256 -0.621 -0.888
H 1.788 4.015 -1.355
H 1.034 3.982 -2.873
H -0.479 1.925 -2.862
H -0.279 -0.695 -3.237
H 1.694 -2.649 -1.757
H 2.740 3.597 -2.747

Properties
LUMO: 0.7419 eV
charge: 0
HOMO: -7.561 eV
structure (SMILES): Cc1c[nH]c2ccccc12.Cc1ccc(O)cc1
frontier orbital gap: 8.30 eV

Atomic partial charges in e from the natural (NBO) method, atoms 1 to 4: C -0.63; C -0.10; C -0.09; C 0.15

---

ii:
The following is a DFT calculation (wB97M-V/def2-TZVPD) of 2 unconnected molecules or ions with the total composition C16H17NO.

CARTESIAN COORDINATES (ANGSTROEM)
C 1.407 0.761 -4.251
C -1.140 1.165 -1.493
C -0.718 0.602 -2.686
C 0.571 1.080 -3.035
C 0.803 2.158 -2.122
C -2.266 0.807 -0.791
C -3.012 -0.317 -1.272
C -2.662 -0.767 -2.493
C -1.575 -0.364 -3.229
N -0.163 2.189 -1.106
H -2.568 1.165 0.212
H -3.740 -0.799 -0.610
H -0.123 2.646 -0.255
H -3.318 -1.515 -2.734
H 1.493 2.925 -2.177
H -1.279 -0.849 -4.201
H 0.834 0.999 -5.198
H 1.341 -0.340 -4.359
H 2.395 1.206 -4.357
C 3.269 -1.442 3.122
C 0.042 0.723 2.817
C -0.880 -0.310 2.736
C 1.397 0.387 2.794
C 1.823 -0.981 2.863
C -0.424 -1.666 2.579
C 0.897 -1.963 2.863
O -2.151 0.013 2.907
H -0.277 1.784 2.973
H 2.093 1.108 3.112
H -1.010 -2.536 2.342
H -2.953 -0.496 2.467
H 3.579 -0.883 3.882
H 3.875 -1.084 2.298
H 1.159 -2.965 3.207
H 3.279 -2.444 3.194

Properties
LUMO: 0.6367 eV
charge: 0
HOMO: -7.463 eV
structure (SMILES): Cc1c[nH]c2ccccc12.Cc1ccc(O)cc1
frontier orbital gap: 8.10 eV

Atomic partial charges in e from the natural (NBO) method, atoms 1 to 4: C -0.64; C 0.12; C -0.03; C -0.12

---

Result of the stability comparison: ii is the most stable of them.